# 1
Below is a structure of composition C33H32N6O2S4Y in a non-equilibrium geometry, with properties calculated with wB97M-V/def2-TZVPD.

Element x y z (Å)
Y -0.05 0.12 0.08
C 2.45 -1.42 3.88
C 1.52 -1.25 2.71
N 1.69 -0.32 1.76
O 2.65 0.68 2.04
C 0.35 -2.05 2.60
C 0.09 -3.29 3.41
N -0.55 -1.59 1.75
O -1.76 -2.29 1.78
H 3.27 -0.72 3.82
H 2.87 -2.43 3.89
H 1.92 -1.27 4.83
H 2.29 1.20 2.78
H 0.92 -3.52 4.07
H -0.08 -4.13 2.73
H -0.82 -3.17 4.00
C -0.23 2.23 5.59
C -0.67 1.09 4.92
C -0.66 1.03 3.54
C -0.18 2.10 2.77
C 0.23 3.26 3.45
C 0.20 3.32 4.83
N -0.11 1.98 1.38
N 0.29 3.12 0.82
C 0.49 3.19 -0.49
C 0.85 4.47 -0.99
C 1.14 4.65 -2.30
C 1.07 3.54 -3.16
C 0.70 2.34 -2.62
N 0.41 2.11 -1.33
H -0.23 2.27 6.67
H -1.03 0.24 5.49
H -1.06 0.16 3.04
H 0.56 4.10 2.87
H 0.52 4.22 5.33
H 0.88 5.28 -0.27
H 1.42 5.63 -2.69
H 1.29 3.62 -4.21
H 0.62 1.49 -3.28
S -4.25 -2.52 1.50
C -2.87 -1.63 1.34
S -2.78 -0.04 0.73
S -0.97 -2.11 -1.30
C 5.42 -1.33 1.50
C 6.13 -1.47 0.15
C 7.25 -0.43 0.10
C 6.71 -2.89 0.07
C 5.18 -1.28 -1.03
C 5.72 -1.35 -2.33
C 4.93 -1.25 -3.45
C 3.56 -1.10 -3.28
S 2.32 -1.02 -4.48
C 1.12 -0.84 -3.20
N 1.62 -0.81 -2.00
C 2.99 -0.98 -2.00
C 3.82 -1.07 -0.88
C -0.28 -0.65 -3.53
C -0.63 0.02 -4.71
C -1.92 0.44 -4.94
C -2.90 0.18 -3.97
C -2.59 -0.55 -2.85
C -1.28 -1.02 -2.61
H 6.15 -1.42 2.31
H 4.66 -2.11 1.63
H 4.92 -0.37 1.59
H 7.90 -0.53 0.97
H 6.83 0.57 0.09
H 7.87 -0.55 -0.79
H 7.41 -3.06 0.89
H 7.23 -3.06 -0.87
H 5.91 -3.63 0.15
H 6.78 -1.50 -2.46
H 5.36 -1.32 -4.44
H 3.34 -1.00 0.10
H 0.15 0.26 -5.43
H -2.17 0.99 -5.84
H -3.91 0.54 -4.12
H -3.35 -0.80 -2.11

energy relative to the best compared isomer or geometry (same formula, charge and spin) = 0.412 eV
spin multiplicity = 1
HOMO (spin up / spin down) = -0.1577 / -0.1306 Eh
total charge = -1
orbital gap (spin up / spin down) = 6.45 / 5.02 eV

# 2
Below is a structure of composition C33H33BClF4N3Ti in a non-equilibrium geometry, with properties calculated with wB97M-V/def2-TZVPD.

Element x y z (Å)
Ti 4.64 -0.74 17.05
C 6.73 1.39 19.45
C 7.42 1.30 18.14
C 8.72 0.85 18.15
C 9.47 0.81 16.95
C 10.88 0.31 16.95
C 8.91 1.20 15.74
C 7.61 1.71 15.73
C 6.92 2.20 14.48
C 6.87 1.70 16.90
H 5.84 1.99 19.35
H 7.29 1.82 20.25
H 6.38 0.33 19.76
H 9.15 0.47 19.03
H 11.58 1.02 16.53
H 11.03 -0.62 16.36
H 11.12 0.13 17.97
H 9.52 1.32 14.84
H 6.28 1.44 14.02
H 7.70 2.45 13.75
H 6.18 3.09 14.68
H 5.91 2.22 16.88
C 7.35 -1.66 14.79
C 7.61 -1.96 16.24
C 8.90 -2.26 16.63
C 9.22 -2.58 17.91
C 8.19 -2.73 18.79
C 6.90 -2.37 18.42
N 6.63 -1.90 17.16
C 5.77 -2.29 19.30
C 5.75 -2.65 20.70
C 4.52 -2.65 21.37
C 3.35 -2.33 20.72
C 3.46 -1.93 19.37
N 4.63 -1.93 18.69
C 2.36 -1.64 18.45
C 1.14 -1.17 18.83
C 0.21 -0.83 17.88
C 0.44 -1.23 16.60
C 1.67 -1.75 16.23
C 1.87 -2.19 14.84
N 2.66 -1.82 17.14
H 8.24 -1.47 14.24
H 6.53 -0.90 14.67
H 7.03 -2.61 14.32
H 9.61 -2.19 15.83
H 10.26 -2.76 18.22
H 8.46 -2.87 19.87
H 6.71 -2.87 21.18
H 4.47 -3.01 22.39
H 2.42 -2.32 21.18
H 0.91 -0.90 19.82
H -0.74 -0.33 18.02
H -0.33 -1.16 15.81
H 1.21 -3.01 14.76
H 2.89 -2.56 14.77
H 1.69 -1.45 14.06
Cl 0.50 3.87 12.38
C 1.42 2.68 13.26
C 1.73 2.87 14.59
C 2.55 1.91 15.25
C 3.15 0.82 14.60
C 4.12 -0.13 15.24
C 2.82 0.71 13.21
C 2.02 1.61 12.52
H 1.35 3.62 15.24
H 2.66 1.98 16.34
H 5.07 0.41 15.52
H 4.41 -0.96 14.60
H 3.11 -0.18 12.68
H 1.78 1.55 11.45
F 3.96 2.68 20.64
B 3.32 1.59 20.82
F 2.01 1.45 20.67
F 4.05 0.55 21.33
F 4.10 0.62 18.01

energy relative to the best compared isomer or geometry (same formula, charge and spin) = 1.685 eV
spin multiplicity = 1
HOMO = -0.5055 Eh
total charge = +2
orbital gap = 6.44 eV

# 3
Below is a cluster of 7 separate species, C33H33Cl2F5OS in total in a non-equilibrium geometry, with properties calculated with wB97M-V/def2-TZVPD.

Element x y z (Å)
C 2.87 3.68 -4.02
S 1.44 4.86 -4.02
O 1.77 5.96 -4.96
C 0.17 3.83 -4.74
H 3.10 3.32 -5.04
H 2.69 2.87 -3.37
H 3.64 4.23 -3.55
H 0.46 3.44 -5.69
H -0.72 4.43 -4.82
H 0.08 2.99 -4.03
F -2.20 3.18 -1.79
C -1.85 4.49 -1.88
C -1.10 5.06 -0.86
C -0.81 6.41 -0.97
C -1.25 7.13 -2.08
C -1.98 6.54 -3.08
C -2.33 5.23 -2.95
H -0.80 4.51 0.05
H -0.34 6.97 -0.13
H -1.16 8.21 -2.08
H -2.26 7.14 -3.92
H -2.95 4.73 -3.67
F -2.29 -2.32 -3.05
C -2.99 -1.53 -2.23
C -3.22 -1.93 -0.91
C -3.94 -1.08 -0.05
C -4.41 0.14 -0.50
C -4.18 0.50 -1.83
C -3.43 -0.31 -2.69
H -2.85 -2.91 -0.63
H -4.08 -1.54 0.95
H -4.91 0.81 0.21
H -4.50 1.41 -2.25
H -3.26 0.00 -3.76
F 5.69 -0.89 5.78
C 5.01 -0.73 4.64
C 4.24 0.39 4.46
C 3.53 0.47 3.27
C 3.52 -0.64 2.37
C 4.29 -1.71 2.58
C 5.07 -1.78 3.73
H 4.36 1.17 5.17
H 2.91 1.31 3.15
H 2.88 -0.50 1.48
H 4.31 -2.51 1.86
H 5.55 -2.74 4.00
F -1.95 -1.80 2.50
C -1.47 -2.83 3.25
C -2.28 -3.94 3.46
C -1.79 -4.99 4.21
C -0.50 -4.97 4.68
C 0.27 -3.84 4.47
C -0.21 -2.71 3.74
H -3.29 -4.02 3.01
H -2.42 -5.81 4.35
H -0.07 -5.84 5.17
H 1.29 -3.78 4.83
H 0.36 -1.82 3.64
F -0.14 -6.53 -0.03
C 0.31 -5.29 -0.21
C 0.44 -4.70 -1.48
C 0.91 -3.39 -1.59
C 1.35 -2.70 -0.45
C 1.23 -3.32 0.77
C 0.76 -4.63 0.92
H 0.20 -5.21 -2.41
H 0.80 -2.99 -2.58
H 1.79 -1.73 -0.49
H 1.56 -2.82 1.67
H 0.63 -5.02 1.94
C -0.38 0.32 -0.27
Cl -0.38 1.87 0.63
Cl 0.75 0.55 -1.65
H -0.09 -0.48 0.40
H -1.43 0.14 -0.65

spin multiplicity = 1
HOMO = -0.3158 Eh
orbital gap = 9.10 eV